(1)
This record from the OMol25 dataset describes one molecule with the formula C3H4N2OP2 at a distorted geometry. The level of theory is the ωB97M-V functional and the def2-TZVPD basis.

The geometry in ORCA input format:
```
! RIJCOSX wB97M-V def2-TZVPD def2/J DEFGRID3
* xyz 0 1
C 1.54206 -0.47316 1.06093
C 0.48837 0.00745 1.95950
C 0.17205 0.08956 0.68589
N -2.34544 0.86876 -0.76017
N -0.96146 -0.57116 -1.85313
O 0.27248 1.86004 -1.03173
P -2.60058 -0.22223 -1.86001
P -0.63306 0.75507 -0.67717
H 2.34301 0.20970 0.90812
H 1.80347 -1.53411 1.14771
H 0.27231 0.07558 2.90384
H -0.35323 -1.06551 -2.48380
*
```

Calculated values
HOMO	-9.6723	eV
relative energy (zero: lowest compared OMol25 entry of this formula, charge and spin)	0.367	eV
frontier orbital gap	0.331	hartree

(2)
This record from the OMol25 dataset describes a 2-piece molecular cluster, C9H13ClNS overall. The level of theory is the ωB97M-V functional and the def2-TZVPD basis.

The geometry in ORCA input format:
```
! RIJCOSX wB97M-V def2-TZVPD def2/J DEFGRID3
* xyz 1 1
C -3.52757 -0.49745 -0.75603
C -3.19292 -1.81287 -0.56404
C -2.68469 0.34716 -0.02248
C 1.66555 0.13929 -1.21988
C 1.30544 1.53840 -0.72789
C 2.46136 -0.59556 -0.14520
C 0.78684 1.52185 0.66982
C 1.60207 -0.80152 1.09900
C 0.90276 0.46905 1.48284
N -1.78969 -0.33565 0.70873
S -1.88643 -1.98475 0.49977
Cl -2.71288 2.03085 0.00683
H -4.32382 -0.15464 -1.39199
H -3.66438 -2.67040 -1.00721
H 0.75543 -0.42095 -1.45579
H 2.25441 0.21321 -2.13309
H 2.20122 2.17058 -0.73283
H 0.58427 2.01677 -1.39588
H 2.81605 -1.55412 -0.51748
H 3.32960 0.00485 0.12061
H 0.34172 2.44138 1.02716
H -0.90095 0.12380 1.07935
H 0.87072 -1.60275 0.92494
H 2.22493 -1.12817 1.93412
H 0.58098 0.54164 2.51663
*
```

Calculated values
HOMO	-13.1106	eV
relative energy (zero: lowest compared OMol25 entry of this formula, charge and spin)	0.000	eV
frontier orbital gap	0.310	hartree

(3)
This record from the OMol25 dataset describes C9H18NORb as an isolated structure at a distorted geometry. The level of theory is the ωB97M-V functional and the def2-TZVPD basis.

The geometry in ORCA input format:
```
! RIJCOSX wB97M-V def2-TZVPD def2/J DEFGRID3
* xyz 0 1
Rb 16.07508 -10.15691 6.26543
C 15.33111 -13.61383 11.16945
C 14.04503 -14.46370 11.07327
C 13.00141 -13.82536 12.01254
C 11.65347 -14.42386 11.84866
C 11.13607 -14.22247 10.39667
C 12.11311 -14.71708 9.27929
N 13.53697 -14.49406 9.66078
O 14.48350 -14.84052 8.58540
C 11.76349 -13.82295 8.02416
C 11.73301 -16.24102 9.06621
C 14.36283 -15.91946 11.55728
H 15.70493 -13.33010 12.15325
H 15.15968 -12.65947 10.67155
H 16.12317 -14.10130 10.60101
H 12.83300 -12.77869 11.75918
H 13.25740 -13.90814 13.06882
H 10.96570 -13.97977 12.56827
H 11.71362 -15.47277 12.13896
H 10.83170 -13.19936 10.17598
H 10.24907 -14.85587 10.40851
H 11.94088 -12.76568 8.22115
H 10.77637 -13.91861 7.57192
H 12.38734 -14.07409 7.16633
H 11.87756 -16.88319 9.93500
H 12.32531 -16.76006 8.31263
H 10.68050 -16.46510 8.89262
H 13.53173 -16.61626 11.44853
H 14.73898 -15.97652 12.57873
H 15.16481 -16.37253 10.97447
*
```

Calculated values
HOMO	-4.0726	eV
relative energy (zero: lowest compared OMol25 entry of this formula, charge and spin)	2.911	eV
frontier orbital gap	0.088	hartree

(4)
This record from the OMol25 dataset describes one molecule with the formula C5H10N2O at a distorted geometry. The level of theory is the ωB97M-V functional and the def2-TZVPD basis.

The geometry in ORCA input format:
```
! RIJCOSX wB97M-V def2-TZVPD def2/J DEFGRID3
* xyz 0 1
C 1.04921 -1.53247 -0.63672
C -0.63204 1.97719 -0.54130
C -0.02734 -0.74979 0.02761
C -0.39122 0.67433 0.10657
N 1.14534 0.33114 2.05056
C -0.08084 0.02684 1.38419
O -1.54845 -0.82548 -1.73365
N -1.39320 -0.62874 -0.32925
H -2.49151 -1.00432 -1.82896
H 1.85534 0.66042 1.40740
H 1.50252 -0.46787 2.56209
H -0.88718 -0.21934 2.07452
H 2.02706 -1.16367 -0.32768
H 0.96536 -2.58944 -0.37626
H 0.97145 -1.43373 -1.71903
H -0.82122 1.83602 -1.60564
H -1.48644 2.48993 -0.09295
H 0.24316 2.61898 -0.42148
*
```

Calculated values
HOMO	-8.0520	eV
SMILES	C[C@@]12[C@@H](N)[C@]1(C)N2O
relative energy (zero: lowest compared OMol25 entry of this formula, charge and spin)	4.755	eV
frontier orbital gap	0.329	hartree

(5)
This record from the OMol25 dataset describes C28H28N8NiO6P2Se as an isolated structure at a distorted geometry. The level of theory is the ωB97M-V functional and the def2-TZVPD basis.

The geometry in ORCA input format:
```
! RIJCOSX wB97M-V def2-TZVPD def2/J DEFGRID3
* xyz 0 3
Ni -0.51151 0.00900 0.46372
C 1.84779 2.12260 -2.55048
C 1.16439 3.30620 -2.82228
C -0.02351 3.53400 -2.18098
C -0.53661 2.58780 -1.26548
N 0.13669 1.44380 -1.01398
C 1.29029 1.24190 -1.64848
N -1.74021 2.89920 -0.74878
C -2.34431 2.30110 0.22712
N -1.90171 1.34110 1.07652
C -2.91251 0.96690 1.90702
N -2.96911 0.01990 2.78582
C -2.06011 -0.96480 2.95392
C -2.35571 -1.90050 3.96822
C -1.55911 -3.00300 4.14762
C -0.44121 -3.16060 3.33422
C -0.18741 -2.19190 2.38552
N -0.96601 -1.13440 2.18212
C -4.08371 1.81600 1.63922
C -5.35331 1.84640 2.17712
C -6.26431 2.73100 1.61462
C -5.91251 3.55850 0.55752
C -4.63071 3.53580 0.02292
C -3.72931 2.65040 0.57452
H 2.78909 1.89170 -3.02758
H 1.55969 4.01960 -3.52918
H -0.60811 4.42200 -2.35318
H 1.81529 0.32140 -1.42558
H -3.23011 -1.72570 4.57172
H -1.79591 -3.73500 4.90552
H 0.21679 -4.00930 3.43352
H 0.68279 -2.28320 1.74802
H -5.62201 1.19720 2.99472
H -7.27151 2.76490 1.99992
H -6.65171 4.22320 0.13582
H -4.34631 4.17250 -0.80018
N -1.71331 -3.76930 -1.72208
C -1.18601 -2.53970 -2.37708
C -1.17771 -2.70320 -3.87798
P -2.41021 -1.23950 -1.81458
O -1.95701 0.06690 -2.66558
O -3.74131 -1.72130 -2.23828
O -2.14141 -1.03200 -0.36168
P 0.52629 -2.48070 -1.61288
O 1.49599 -2.02440 -2.81828
O 0.77579 -3.91590 -1.28758
O 0.68359 -1.49070 -0.49278
H -2.32451 -4.32080 -2.32728
H -2.24711 -3.46450 -0.89708
H -0.80281 -4.26930 -1.42678
H -2.18841 -2.92230 -4.22648
H -0.49451 -3.49340 -4.19148
H -0.86611 -1.77410 -4.35138
H -2.65381 0.23830 -3.29758
H 1.38059 -1.09520 -3.02238
C 4.22489 2.51070 2.30452
N 3.96499 1.30150 1.57752
C 2.75729 0.69100 1.45822
Se 1.15899 1.27110 2.11472
N 2.92419 -0.45380 0.76102
C 4.24069 -0.58340 0.40112
C 4.91659 -1.56850 -0.29708
C 6.27499 -1.38370 -0.48358
C 6.92839 -0.25220 -0.00328
C 6.26089 0.73200 0.70612
C 4.90689 0.54290 0.91882
H 3.26559 2.95380 2.57272
H 4.79479 3.20180 1.68442
H 4.78859 2.29850 3.21572
H 2.13949 -1.02130 0.41932
H 4.39819 -2.43750 -0.66908
H 6.84379 -2.13340 -1.01008
H 7.98569 -0.13860 -0.18148
H 6.77309 1.60470 1.07862
*
```

Calculated values
expectation value of S²	2.01
HOMO (spin up / spin down)	-7.4920 / -7.4765	eV
frontier orbital gap (spin up / spin down)	0.264 / 0.264	hartree

(6)
This record from the OMol25 dataset describes one molecule with the formula C5H9N at a distorted geometry. The level of theory is the ωB97M-V functional and the def2-TZVPD basis.

The geometry in ORCA input format:
```
! RIJCOSX wB97M-V def2-TZVPD def2/J DEFGRID3
* xyz 0 1
C 0.30029 1.76184 -0.46891
N -1.29026 -0.37510 -1.68710
C -0.11481 -0.66200 -0.87291
C 0.28937 0.34992 0.00530
C 0.48211 0.04339 1.38527
C 0.30149 -1.16771 1.95404
H 1.02813 1.93442 -1.26273
H -0.65409 2.09891 -0.86873
H 0.52015 2.46399 0.32510
H 0.13086 -0.27845 -1.95409
H -1.31458 -1.05623 -2.45839
H 0.06482 -1.69004 -0.56883
H 0.71750 0.88154 2.03444
H -0.20891 -1.95949 1.41517
H 0.78384 -1.37399 2.90109
*
```

Calculated values
HOMO	-7.2805	eV
relative energy (zero: lowest compared OMol25 entry of this formula, charge and spin)	5.079	eV
frontier orbital gap	0.246	hartree